1.
Density functional theory data (ωB97M-V/def2-TZVPD) for a cluster of 4 separate species, CH7O5 in total at a distorted geometry.

Structure (XYZ):
```
13
Properties=species:S:1:pos:R:3:forces:R:3
O -0.6755 -2.2453 1.0127 0.13 -0.22 -0.19
O -0.7958 2.6935 2.3733 -0.40 0.87 -0.97
O -0.3173 -0.0406 0.7489 0.17 0.32 -0.11
O 0.3025 -2.2883 -2.2239 0.13 -0.29 0.56
O 0.7802 1.0823 -1.8533 -0.56 0.58 -0.21
C -0.0371 -1.1949 1.1717 -0.34 0.14 -0.10
H 0.0759 -2.6170 -1.3357 -0.29 0.04 -0.20
H 0.2111 1.8497 -2.0518 0.47 -0.59 0.08
H 0.8731 -1.5502 -1.9939 0.04 0.31 -0.26
H -0.5006 1.8536 2.0159 0.26 -0.96 -0.06
H 0.2716 0.6134 -1.1693 0.07 -0.08 0.44
H -1.0911 3.1181 1.5395 0.17 -0.17 0.89
H 0.9029 -1.2742 1.7660 0.16 0.04 0.12
```
Forces are in eV/Å.

Computed properties:
Net charge: -1
Relative energy (zero: lowest compared OMol25 entry of this formula, charge and spin): 13.18 kcal per mole
E_LUMO: 3.7 eV
Frontier orbital gap: 8.661 eV
HOMO energy: -5.0 eV

=====

2.
Density functional theory data (ωB97M-V/def2-TZVPD) for a cluster of 3 separate species, C28H53BrClF3N3O6PS2 in total at a distorted geometry.

Structure (XYZ):
```
98
Properties=species:S:1:pos:R:3:forces:R:3
Br -10.0489 2.3940 6.0211 0.33 0.62 -0.97
Cl -6.3378 0.1022 -0.1766 -0.31 -0.11 1.30
S -5.0824 1.5358 6.4277 0.60 0.93 7.93
S -4.7916 2.7052 1.3649 1.17 3.47 -1.05
P -7.2511 0.9295 1.5489 -1.93 -0.55 -1.35
F -3.0656 -1.1458 3.6024 -2.03 3.00 -0.49
F -2.8575 0.8142 4.5786 -2.55 -0.65 -2.02
F -4.4564 -1.8904 1.2761 -1.50 0.23 1.73
O -8.3169 -0.4019 2.0133 1.78 1.62 0.36
O -6.2944 1.7036 7.3605 2.28 -0.46 -3.96
O -5.2924 2.4590 2.9797 0.33 -0.68 -1.82
O -4.0673 4.0550 1.2528 -1.89 -4.61 1.18
O -3.8634 1.4410 7.3585 -2.72 -0.05 -3.98
O -3.7694 1.3990 1.1046 -1.42 0.57 1.74
N 3.2922 -0.9220 -0.5459 0.09 0.37 0.09
N 8.2935 -0.0135 -5.7724 -0.17 0.26 0.25
N -2.0149 -0.1024 1.6113 -3.32 0.59 -3.01
C -1.9440 2.1671 2.5754 0.89 0.93 -0.90
C -2.9811 0.9297 2.1854 6.08 0.46 0.28
C -5.3002 0.0799 5.3824 -0.22 -2.13 -0.85
C -1.7728 0.0146 0.3253 0.87 -1.36 -0.58
C -2.0400 -1.3211 -0.5977 2.72 0.04 1.12
C -1.1025 1.2153 -0.5126 -1.60 0.92 -0.52
C 2.1078 -3.0052 0.1585 0.06 -0.08 -0.06
C 4.3084 -2.1020 -2.5743 0.16 -0.05 -0.25
C -7.3351 1.8355 4.0821 -0.70 -0.23 -0.46
C 3.1494 0.4831 -0.9254 -0.11 0.01 0.23
C -8.5957 2.5352 3.3468 -0.98 1.36 2.34
C -9.2769 3.4640 4.5372 0.93 1.13 -1.52
C -5.2082 0.1332 3.7199 0.10 -1.91 2.41
C 9.8840 -0.3045 -7.6759 -0.05 -0.08 -0.05
C -5.7133 -1.4273 3.5147 -0.50 0.01 0.75
C 4.4356 -1.6162 -1.1314 -0.02 -0.26 0.19
C 7.2798 -0.9143 -6.3141 0.09 0.03 -0.30
C -0.4508 1.6860 2.8876 4.40 -2.72 4.07
C 8.4995 -0.7672 -3.3382 -0.05 -0.08 0.27
C 7.4342 -2.4082 -6.0332 -0.15 -0.25 0.04
C -3.6245 0.2157 3.4628 2.50 -1.37 1.32
C -5.5844 -2.1631 2.1429 -0.81 -2.56 -1.60
C 0.6517 1.1909 3.4256 -5.86 2.46 -2.75
C 2.0270 -1.6507 -0.5375 0.15 -0.09 0.14
C 8.1471 0.3158 -4.3553 0.11 0.19 -0.07
C 2.6670 0.7868 -2.3422 0.01 0.21 -0.19
C -6.1565 1.2453 3.0636 0.80 0.13 2.49
C 9.6744 -0.2810 -6.1655 -0.14 0.04 -0.17
H -6.8385 -1.4011 3.8366 1.90 -0.13 -1.02
H 7.7410 -1.5501 -3.3024 0.09 -0.04 -0.02
H 10.9516 -0.3839 -7.9018 -0.11 -0.02 0.06
H -1.9628 -2.2309 0.1205 -0.67 1.58 -1.25
H 8.7737 1.1911 -4.1458 0.05 -0.07 -0.17
H 2.4495 0.9525 -0.2235 -0.02 -0.19 0.03
H 3.4442 0.5976 -3.0834 -0.09 -0.06 -0.02
H -6.9168 2.7178 4.7244 -0.36 -2.10 -1.09
H 4.0999 1.0027 -0.7571 0.02 -0.23 -0.02
H -6.5274 -2.1355 1.4523 1.75 0.56 1.44
H -1.1063 -1.4211 -1.2947 -1.95 0.15 0.79
H 3.3656 -2.6223 -2.7614 0.04 0.06 0.04
H 1.1077 -3.4413 0.2404 0.09 0.07 -0.04
H 8.4502 -2.7675 -6.2157 -0.05 0.07 0.03
H -8.4862 4.1903 4.9953 -1.39 -1.51 -0.71
H 6.7687 -2.9741 -6.6925 0.05 0.04 0.03
H -4.4962 -0.7024 5.7144 -1.22 1.87 -0.44
H 2.7277 -3.7133 -0.3979 -0.02 0.03 0.07
H 7.1226 0.6578 -4.1664 0.02 -0.12 -0.20
H -3.0263 -1.2666 -1.1789 1.48 0.08 1.04
H 9.3874 -1.1589 -8.1433 0.02 0.08 0.00
H -5.2462 -2.1363 4.3193 -0.47 1.76 -1.51
H 7.1539 -2.6603 -5.0097 0.12 -0.03 -0.04
H 9.4706 -1.2266 -3.5383 -0.08 0.02 -0.02
H -0.6790 0.8857 -1.5489 -0.73 0.27 2.13
H 7.2467 -0.7784 -7.4000 0.13 0.05 0.04
H 10.0447 -1.2215 -5.7390 0.13 -0.09 0.00
H -5.4897 -3.3116 2.3680 -0.03 2.17 -0.19
H 10.3153 0.5148 -5.7689 -0.24 -0.04 0.19
H 1.5873 0.7156 3.8943 -2.03 1.17 -1.24
H 1.7767 0.2126 -2.6111 0.08 -0.01 0.02
H 1.2816 -1.0593 0.0074 0.19 0.21 -0.10
H 9.5113 0.6127 -8.1408 -0.03 -0.09 0.09
H -8.7348 -0.1980 2.8829 0.36 -0.10 -0.85
H -9.4606 1.8258 3.0641 1.64 1.10 -0.04
H -6.3135 -0.4193 5.6865 1.76 1.41 -0.44
H 2.4053 1.8469 -2.4208 0.01 -0.07 0.02
H 4.4022 -1.2826 -3.2883 -0.11 -0.06 -0.01
H -1.9725 1.9525 -0.7766 1.52 -1.10 0.41
H 5.1154 -2.8080 -2.7941 -0.05 0.03 0.02
H -0.3223 1.8324 0.0605 -1.17 -1.24 -0.64
H 2.5131 -2.9063 1.1696 0.01 0.04 -0.13
H -1.8504 2.7838 1.5856 -0.30 -1.26 1.78
H 1.6324 -1.7931 -1.5516 -0.13 -0.07 -0.10
H 5.3269 -0.9830 -1.0515 -0.24 0.15 0.05
H 8.5489 -0.3275 -2.3369 0.01 -0.02 -0.07
H -2.3920 2.9150 3.3225 1.07 -1.28 -0.75
H -10.0503 4.1420 4.0087 0.86 -1.37 1.27
H 6.2880 -0.5940 -5.9742 0.22 0.13 0.15
H 4.6670 -2.4833 -0.5042 -0.14 0.03 0.02
H -4.9378 2.6966 5.6651 -0.09 -1.11 -0.04
H -8.3372 3.3223 2.5486 -0.30 -1.59 1.04
H -7.7860 0.9896 4.7399 1.03 1.56 -0.92
```
Forces are in eV/Å.

Computed properties:
Net charge: 0
E_LUMO: -0.3 eV
Frontier orbital gap: 7.839 eV
HOMO energy: -8.1 eV

=====

3.
Density functional theory data (ωB97M-V/def2-TZVPD) for a cluster of 2 separate species, CH4N2O in total at a distorted geometry.

Structure (XYZ):
```
8
Properties=species:S:1:pos:R:3:forces:R:3
O -1.3038 0.4179 -0.0567 -0.08 0.06 -0.63
N -2.4725 0.1677 -0.1497 -0.51 -0.37 1.34
N 1.8757 0.6121 0.3624 2.35 0.41 -0.41
C -3.5797 -0.1546 0.0104 0.87 0.39 -0.59
H 1.3967 0.8542 1.2072 -0.37 0.59 0.43
H 2.7415 1.2502 0.2756 -1.90 -1.28 0.35
H 2.2561 -0.3115 0.5971 -0.02 0.29 -0.39
H -4.6298 -0.1725 -0.0869 -0.33 -0.08 -0.10
```
Forces are in eV/Å.

Computed properties:
Net charge: 0
Relative energy (zero: lowest compared OMol25 entry of this formula, charge and spin): 98.75 kcal per mole
E_LUMO: 1.0 eV
Frontier orbital gap: 10.837 eV
HOMO energy: -9.9 eV

=====

4.
Density functional theory data (ωB97M-V/def2-TZVPD) for a structure of composition C20H42AlN2O5S3 at a distorted geometry.

Structure (XYZ):
```
73
Properties=species:S:1:pos:R:3:forces:R:3
S -1.4836 -0.7083 3.1261 0.10 0.02 -0.06
S 4.7857 -2.8929 2.2920 -0.09 -0.08 0.00
S -1.1899 4.0486 1.9220 -0.05 0.01 -0.03
Al -0.2841 -2.0304 -1.9249 -0.21 -0.15 -0.13
O 5.6020 -1.7541 1.8021 0.16 0.08 0.24
O -2.2767 3.1119 2.3145 -0.14 0.32 0.15
O -3.4862 2.1117 -3.5352 0.73 0.39 -0.66
O 0.3878 -1.1300 -0.4964 -0.12 -0.10 -0.27
O -2.9164 -0.9911 2.8419 -0.02 0.00 0.09
N -0.2298 -3.8944 -1.5346 0.16 0.70 -0.01
N -3.6146 0.6787 -1.7114 0.50 0.60 0.10
C -4.5315 1.0531 0.5932 0.06 0.29 -0.07
C 3.3894 -2.1905 3.1752 -0.09 0.03 0.06
C 5.6296 -3.5387 3.7424 0.00 -0.05 0.12
C -2.1959 -1.3856 -2.0922 0.51 0.09 0.23
C -2.2537 0.1269 -1.9426 0.37 -0.86 -0.15
C 3.8760 -0.7899 -3.8458 0.15 -0.35 0.83
C 3.7130 -2.0846 -1.8238 0.33 0.40 0.13
C -0.8817 0.4062 1.8677 -0.23 0.21 -0.33
C 3.2576 -1.8097 -3.1061 0.08 -0.08 -0.33
C -0.6549 4.8664 3.4305 0.04 0.09 0.08
C 4.7568 -1.3573 -1.2497 -0.16 0.12 -0.43
C -1.4575 0.4909 4.4733 -0.06 0.08 0.12
C -4.1221 1.3711 -2.8387 -0.44 -0.41 0.31
C 0.8024 -1.6759 -3.5987 0.08 -0.09 0.51
C -1.9980 5.4818 1.2041 -0.01 0.12 -0.06
C 4.9281 -0.0748 -3.2867 -0.26 -0.14 -0.10
C 5.3687 -0.3519 -1.9939 -0.21 -0.08 -0.07
C 2.0859 -2.5475 -3.6906 -0.33 0.50 0.00
C -3.6836 1.6039 -0.5472 -0.89 -0.21 -0.05
C -5.5825 1.1667 -3.1315 -0.14 0.18 0.27
H -4.2368 1.5354 1.5216 0.06 -0.14 0.22
H 3.2304 -2.8505 -1.2339 -0.14 -0.17 -0.02
H -5.9505 0.2229 -2.7510 -0.01 -0.18 -0.07
H 2.8318 -2.9878 3.6668 -0.02 -0.01 -0.03
H -0.8488 -0.1263 0.9137 0.20 -0.16 0.16
H -0.1569 4.1241 4.0511 0.00 -0.04 -0.03
H -0.4301 0.8173 4.6430 0.01 -0.02 -0.01
H -1.5434 1.2746 1.7916 0.08 -0.31 0.20
H -4.1470 2.5406 -0.8652 0.09 0.23 -0.06
H -1.5217 5.2664 3.9571 -0.03 -0.04 -0.04
H -5.7256 1.2895 -4.1978 -0.15 -0.10 -0.17
H 5.3869 0.7198 -3.8594 0.11 0.07 -0.01
H -2.7340 -1.8463 -1.2597 -0.23 -0.11 -0.01
H 0.1316 0.7246 2.1234 0.03 -0.09 0.00
H 5.0537 -1.5585 -0.2290 0.14 0.08 -0.15
H 0.8997 -1.7217 0.0565 0.10 -0.02 0.05
H -2.7753 5.8383 1.8802 0.01 -0.06 0.03
H -1.2581 6.2615 1.0223 0.01 -0.01 -0.02
H -2.6291 -1.7230 -3.0350 -0.23 -0.02 -0.06
H 5.8380 -2.7240 4.4363 -0.02 0.03 -0.04
H 6.1676 0.2448 -1.5800 0.12 -0.02 0.16
H 3.7479 -1.4641 3.9051 0.05 0.00 -0.03
H 2.2992 -2.7904 -4.7309 0.15 -0.14 -0.15
H 1.9462 -3.4829 -3.1528 0.06 -0.23 -0.05
H 1.1111 -0.6297 -3.5526 0.01 0.20 -0.09
H 3.4994 -0.5739 -4.8324 0.01 0.11 -0.21
H -5.5802 1.2973 0.4346 -0.20 -0.12 -0.12
H 2.7517 -1.6964 2.4442 0.02 -0.02 -0.04
H 0.1990 -1.7638 -4.5028 -0.10 -0.18 -0.10
H 0.7464 -4.1657 -1.4425 -0.03 -0.27 0.03
H 5.0061 -4.2968 4.2166 0.00 -0.01 -0.01
H -0.6334 -4.0179 -0.6091 -0.03 -0.23 0.01
H -1.7867 0.5644 -2.8241 -0.13 0.36 -0.08
H -2.6920 1.8704 -0.1940 0.26 -0.16 -0.10
H 0.0450 5.6642 3.1814 0.02 -0.01 -0.01
H -6.1342 1.9648 -2.6354 -0.13 0.11 0.10
H -2.0904 1.3392 4.2115 0.01 -0.02 -0.08
H -4.4331 -0.0227 0.6649 0.16 -0.13 0.20
H -1.8382 0.0015 5.3689 0.01 -0.04 -0.03
H 6.5630 -3.9880 3.4104 -0.01 0.01 -0.05
H -2.4419 5.1712 0.2605 0.02 -0.06 0.00
H -1.6078 0.3876 -1.1093 -0.10 0.28 0.24
```
Forces are in eV/Å.

Computed properties:
Net charge: -1
Relative energy (zero: lowest compared OMol25 entry of this formula, charge and spin): 0.00 kcal per mole
E_LUMO: 2.0 eV
Frontier orbital gap: 6.406 eV
HOMO energy: -4.4 eV

=====

Electronic energy (a.u.)
-418.5863, -6185.4258, -225.1346, -2710.0063